1.
The following is a quantum chemistry calculation of a molecular structure, C36H22Co2O8 at a distorted geometry, from the Open Molecules 2025 dataset.

XYZ file:
```
68
Properties=species:S:1:pos:R:3
C -3.527 1.638 -3.113
C -2.913 2.008 -1.911
C -1.884 1.225 -1.387
C -1.433 0.066 -2.054
C -0.336 -0.748 -1.524
C 0.942 -0.153 -1.224
C 2.206 -0.775 -1.738
C 2.383 -0.931 -3.111
C 3.595 -1.416 -3.599
C 4.644 -1.707 -2.712
C 4.463 -1.504 -1.337
C 3.248 -1.010 -0.850
O 1.044 0.910 -0.613
C -0.360 -2.203 -1.741
C -1.676 -2.951 -1.568
C -2.796 -2.442 -0.894
C -4.002 -3.150 -0.886
C -4.079 -4.390 -1.534
C -2.939 -4.928 -2.145
C -1.733 -4.234 -2.126
O 0.619 -2.875 -2.090
C -2.067 -0.285 -3.270
C -3.093 0.497 -3.797
H -4.328 2.245 -3.531
H -3.229 2.921 -1.403
H -1.416 1.444 -0.426
H 1.547 -0.712 -3.777
H 3.699 -1.602 -4.668
H 5.594 -2.096 -3.095
H 5.255 -1.751 -0.628
H 3.086 -0.855 0.219
H -2.709 -1.488 -0.377
H -4.882 -2.744 -0.383
H -5.020 -4.948 -1.556
H -2.976 -5.897 -2.638
H -0.833 -4.642 -2.587
H -1.704 -1.179 -3.785
H -3.561 0.188 -4.735
O 2.853 -1.135 2.466
C 2.707 -0.693 3.524
Co 2.269 0.024 5.092
C 2.797 -1.211 6.242
O 3.176 -2.038 6.952
C 3.688 0.925 5.743
O 4.611 1.457 6.193
C 1.458 1.609 4.237
C 1.022 1.624 2.916
C 1.323 1.919 1.634
C 0.645 2.959 0.913
C 1.292 3.585 -0.189
C 0.582 4.313 -1.124
C -0.793 4.535 -0.935
C -1.413 4.070 0.227
C -0.696 3.322 1.172
Co -0.138 0.768 3.988
C -1.538 1.370 4.920
O -2.495 1.600 5.532
C 0.392 -0.813 4.945
O -0.128 -1.820 5.250
C -1.009 0.077 2.641
O -1.613 -0.392 1.766
H 1.539 2.543 4.815
H 2.212 1.455 1.196
H 2.360 3.409 -0.320
H 1.104 4.724 -1.997
H -1.375 5.077 -1.694
H -2.474 4.266 0.417
H -1.189 2.943 2.073
```

As for the charge: -2. The value obtained for the total energy is -4752.40541 a.u. The calculation puts the max |F| at 3.762 eV/A. The value obtained for the lowest unoccupied orbital energy is 4.43 eV. The calculation puts the energy relative to the best compared isomer or geometry (same formula, charge and spin) at 167.75 kJ/mol. The value obtained for the HOMO-LUMO gap is 0.1898 hartree.

Atom charges from the Löwdin analysis, given in e for atoms 1 to 2: number 1, C, carries -0.133; number 2, C, carries -0.093

=====

2.
The following is a quantum chemistry calculation of a gas-phase ion, C3H5N2S (charge +1) at a distorted geometry, from the Open Molecules 2025 dataset.

XYZ file:
```
11
Properties=species:S:1:pos:R:3
C -2.118 0.993 0.004
C -0.575 -1.028 -0.088
C 1.709 -0.102 -0.024
N -0.070 1.211 0.094
N 0.268 0.006 -0.069
S -2.218 -0.677 -0.054
H -2.771 1.839 -0.190
H -0.366 -2.102 0.038
H 2.018 -0.528 1.033
H 2.020 -0.615 -0.899
H 2.103 1.002 0.156
```

As for the charge: +1. The value obtained for the total energy is -624.54570 a.u. The calculation puts the max |F| at 6.092 eV/A. The value obtained for the lowest unoccupied orbital energy (spin up / spin down) is -5.87 / -5.88 eV. The calculation puts the energy relative to the best compared isomer or geometry (same formula, charge and spin) at 531.68 kJ/mol. The value obtained for the HOMO-LUMO gap (spin up / spin down) is 0.3113 / 0.3110 hartree.

Atom charges from the Löwdin analysis, given in e for atoms 1 to 2: number 1, C, carries -0.141; number 2, C, carries -0.392

=====

3.
The following is a quantum chemistry calculation of a single C4H6N2 molecule, from the Open Molecules 2025 dataset.

XYZ file:
```
12
Properties=species:S:1:pos:R:3
C 0.655 0.587 -1.296
N 0.369 -0.429 -0.267
C 0.516 0.135 0.995
C -0.623 -0.102 1.678
N -1.464 -0.925 0.935
C -0.857 -1.082 -0.201
H 0.435 1.576 -0.869
H 1.704 0.571 -1.594
H -0.002 0.453 -2.153
H 1.411 0.703 1.201
H -0.925 0.325 2.621
H -1.207 -1.746 -0.987
```

The value obtained for the total energy is -265.49663 a.u. The calculation puts the max |F| at 0.425 eV/A. The value obtained for the lowest unoccupied orbital energy is 0.92 eV. The calculation puts the energy relative to the best compared isomer or geometry (same formula, charge and spin) at 102.24 kJ/mol. Its SMILES is Cn1ccnc1. The value obtained for the HOMO-LUMO gap is 0.3646 hartree.

Atom charges from the Löwdin analysis, given in e for atoms 1 to 2: number 1, C, carries -0.045; number 2, N, carries -0.132

=====

4.
The following is a quantum chemistry calculation of 2 unconnected molecules or ions with the total composition CH5PS at a distorted geometry, from the Open Molecules 2025 dataset.

XYZ file:
```
8
Properties=species:S:1:pos:R:3
C -1.092 -0.203 0.062
P 0.665 -0.034 0.761
S 1.537 -0.810 -0.864
H -1.932 -0.011 0.788
H -0.984 -1.247 -0.349
H -1.192 0.503 -0.754
H 0.287 2.001 0.924
H 2.712 -0.199 -0.568
```

The value obtained for the total energy is -780.47094 a.u. As for the expectation value of S²: 2.008. The calculation puts the max |F| at 1.879 eV/A. The value obtained for the lowest unoccupied orbital energy (spin up / spin down) is 0.80 / -1.90 eV. The calculation puts the energy relative to the best compared isomer or geometry (same formula, charge and spin) at 48.07 kJ/mol. The multiplicity is 3. The value obtained for the HOMO-LUMO gap (spin up / spin down) is 0.2643 / 0.2964 hartree.

Atom charges from the Löwdin analysis, given in e for atoms 1 to 2: number 1, C, carries -0.474; number 2, P, carries 0.318